Density functional theory data (the ωB97M-V functional and the def2-TZVPD basis) for a 2-piece molecular cluster, C20H40NO6P2 overall at a distorted geometry.

The value obtained for the HOMO energy is -11.919 eV. Its net charge is +1. The calculation puts the gap between HOMO and LUMO at 9.215 eV.

Each atom is followed by the atoms it is bonded to, with distances in Å.
Geometry (Å):
1 N -3.692 6.553 2.628  C2 1.409, H13 1.021, H14 1.019
2 C -3.522 6.324 1.249  N1 1.409, C3 1.350, C11 1.539
3 C -2.381 5.859 0.695  C2 1.350, P4 1.835, C8 1.543
4 P -0.860 5.492 1.654  C3 1.835, O5 1.463, O6 1.643, O7 1.635
5 O -0.046 6.707 1.630  P4 1.463
6 O -0.061 4.316 0.830  P4 1.643, H15 0.973
7 O -1.112 5.128 3.228  P4 1.635, H16 0.973
8 C -2.566 5.739 -0.832  C3 1.543, O9 1.153, O10 1.387
9 O -1.767 5.469 -1.618  C8 1.153
10 O -3.906 6.016 -1.060  C8 1.387, C11 1.389
11 C -4.500 6.542 0.080  C2 1.539, O10 1.389, O12 1.155
12 O -5.542 7.038 0.083  C11 1.155
13 H -4.534 7.097 2.825  N1 1.021
14 H -3.820 5.647 3.075  N1 1.019
15 H 0.291 3.645 1.441  O6 0.973
16 H -1.774 4.427 3.359  O7 0.973
17 C 1.089 -0.265 -4.327  C18 1.525, H34 1.092, H35 1.090, H36 1.092
18 C 2.132 -0.824 -3.365  C17 1.525, C19 1.529, H37 1.092, H38 1.093
19 C 1.846 -2.262 -2.933  C18 1.529, C20 1.536, H39 1.094, H40 1.092
20 C 0.718 -2.436 -1.903  C19 1.536, P21 1.790, H41 1.097, H42 1.092
21 P 1.090 -2.131 -0.180  C20 1.790, C22 1.809, C26 1.788, C30 1.792
22 C 2.593 -3.054 0.221  P21 1.809, C23 1.534, H43 1.094, H44 1.096
23 C 2.734 -4.528 -0.180  C22 1.534, C24 1.532, H45 1.093, H46 1.093
24 C 1.982 -5.573 0.651  C23 1.532, C25 1.524, H47 1.093, H48 1.093
25 C 2.170 -5.446 2.157  C24 1.524, H49 1.092, H50 1.091, H51 1.092
26 C -0.183 -2.829 0.864  P21 1.788, C27 1.534, H52 1.092, H53 1.093
27 C -1.658 -2.424 0.741  C26 1.534, C28 1.532, H54 1.094, H55 1.094
28 C -2.109 -1.146 1.455  C27 1.532, C29 1.524, H56 1.092, H57 1.091
29 C -1.534 -0.949 2.853  C28 1.524, H58 1.092, H59 1.091, H60 1.093
30 C 1.568 -0.454 0.236  P21 1.792, C31 1.532, H61 1.094, H62 1.098
31 C 0.616 0.746 0.281  C30 1.532, C32 1.533, H63 1.094, H64 1.091
32 C -0.230 1.017 -0.969  C31 1.533, C33 1.525, H65 1.094, H66 1.091
33 C 0.320 2.155 -1.823  C32 1.525, H67 1.090, H68 1.091, H69 1.093
34 H 0.086 -0.277 -3.895  C17 1.092
35 H 1.329 0.767 -4.585  C17 1.090
36 H 1.067 -0.844 -5.252  C17 1.092
37 H 2.226 -0.166 -2.499  C18 1.092
38 H 3.103 -0.802 -3.868  C18 1.093
39 H 2.769 -2.692 -2.534  C19 1.094
40 H 1.597 -2.849 -3.819  C19 1.092
41 H 0.410 -3.488 -1.945  C20 1.097
42 H -0.170 -1.881 -2.213  C20 1.092
43 H 2.792 -2.928 1.290  C22 1.094
44 H 3.403 -2.512 -0.279  C22 1.096
45 H 3.798 -4.774 -0.121  C23 1.093
46 H 2.454 -4.657 -1.229  C23 1.093
47 H 2.337 -6.560 0.344  C24 1.093
48 H 0.917 -5.565 0.406  C24 1.093
49 H 3.226 -5.507 2.428  C25 1.092
50 H 1.645 -6.253 2.670  C25 1.091
51 H 1.769 -4.505 2.543  C25 1.092
52 H 0.146 -2.797 1.905  C26 1.092
53 H -0.182 -3.891 0.606  C26 1.093
54 H -2.248 -3.242 1.162  C27 1.094
55 H -1.940 -2.361 -0.314  C27 1.094
56 H -3.198 -1.168 1.524  C28 1.092
57 H -1.879 -0.281 0.831  C28 1.091
58 H -1.827 -1.765 3.518  C29 1.092
59 H -1.901 -0.015 3.280  C29 1.091
60 H -0.443 -0.890 2.847  C29 1.093
61 H 2.423 -0.192 -0.393  C30 1.094
62 H 1.994 -0.531 1.245  C30 1.098
63 H 1.213 1.633 0.515  C31 1.094
64 H -0.042 0.631 1.143  C31 1.091
65 H -1.238 1.305 -0.659  C32 1.094
66 H -0.346 0.116 -1.572  C32 1.091
67 H 0.269 3.100 -1.283  C33 1.090
68 H -0.272 2.263 -2.734  C33 1.091
69 H 1.360 1.979 -2.108  C33 1.093

Here are the Löwdin charges for atoms 1 to 8, given in e: 0.124 -0.186 -0.064 0.515 -0.246 -0.140 -0.119 -0.428

Density functional theory data (the ωB97M-V functional and the def2-TZVPD basis) for C4H11N3 in the gas phase.

The value obtained for the HOMO energy is -7.227 eV. The calculation puts the gap between HOMO and LUMO at 8.255 eV.

Each atom is followed by the atoms it is bonded to, with distances in Å.
Geometry (Å):
1 C -1.866 0.661 -0.341  C2 1.525, N7 1.451, H8 1.088, H9 1.091
2 C -0.972 -0.481 -0.814  C1 1.525, C3 1.514, H10 1.101, H11 1.097
3 C 0.371 -0.595 -0.124  C2 1.514, C4 1.327, N6 1.404
4 C 0.602 -0.211 1.125  C3 1.327, N5 1.406, H12 1.081
5 N 1.834 -0.246 1.801  C4 1.406, H13 1.007, H14 1.009
6 N 1.387 -1.134 -0.929  C3 1.404, H15 1.010, H16 1.004
7 N -1.361 2.001 -0.574  C1 1.451, H17 1.015, H18 1.016
8 H -2.057 0.520 0.720  C1 1.088
9 H -2.823 0.527 -0.847  C1 1.091
10 H -1.515 -1.429 -0.683  C2 1.101
11 H -0.779 -0.391 -1.890  C2 1.097
12 H -0.182 0.267 1.695  C4 1.081
13 H 1.755 -0.472 2.779  N5 1.007
14 H 2.594 -0.751 1.371  N5 1.009
15 H 1.096 -1.745 -1.679  N6 1.010
16 H 2.218 -1.461 -0.471  N6 1.004
17 H -1.184 2.125 -1.566  N7 1.015
18 H -0.447 2.097 -0.143  N7 1.016

Here are the Löwdin charges for atoms 1 to 8, given in e: -0.309 -0.168 -0.373 -0.193 0.035 0.084 0.000 0.097

Density functional theory data (the ωB97M-V functional and the def2-TZVPD basis) for a 2-piece molecular cluster, C10H16 overall at a distorted geometry.

The value obtained for the HOMO energy is -9.023 eV. The calculation puts the gap between HOMO and LUMO at 10.017 eV.

Each atom is followed by the atoms it is bonded to, with distances in Å.
Geometry (Å):
1 C -2.132 1.716 -1.522  C2 1.521, H3 1.085, H4 1.091, H5 1.094
2 C -2.141 2.707 -0.368  C1 1.521, H6 1.087, H7 1.083, H8 1.089
3 H -3.052 1.790 -2.093  C1 1.085
4 H -1.340 1.767 -2.270  C1 1.091
5 H -2.064 0.667 -1.222  C1 1.094
6 H -1.161 3.043 -0.039  C2 1.087
7 H -2.582 2.248 0.508  C2 1.083
8 H -2.775 3.559 -0.604  C2 1.089
9 C 1.125 0.720 0.010  C10 1.536, C11 1.503, H17 1.086, H18 1.089
10 C 2.299 1.170 0.892  C9 1.536, H19 1.084, H25 1.080, H26 1.088
11 C 0.774 -0.731 0.184  C9 1.503, C12 1.397, C13 1.388
12 C 1.708 -1.730 -0.101  C11 1.397, C14 1.386, H20 1.085
13 C -0.463 -1.102 0.692  C11 1.388, C15 1.394, H21 1.079
14 C 1.395 -3.069 0.072  C12 1.386, C16 1.392, H22 1.076
15 C -0.801 -2.445 0.850  C13 1.394, C16 1.379, H23 1.081
16 C 0.123 -3.414 0.519  C14 1.392, C15 1.379, H24 1.085
17 H 0.227 1.288 0.236  C9 1.086
18 H 1.299 0.891 -1.051  C9 1.089
19 H 2.493 0.420 1.650  C10 1.084
20 H 2.692 -1.416 -0.433  C12 1.085
21 H -1.223 -0.349 0.832  C13 1.079
22 H 2.156 -3.796 -0.152  C14 1.076
23 H -1.786 -2.762 1.162  C15 1.081
24 H -0.120 -4.468 0.606  C16 1.085
25 H 2.117 2.147 1.315  C10 1.080
26 H 3.230 1.149 0.328  C10 1.088

Here are the Löwdin charges for atoms 1 to 8, given in e: -0.173 -0.165 0.058 0.063 0.048 0.050 0.058 0.061

Density functional theory data (the ωB97M-V functional and the def2-TZVPD basis) for a 3-piece molecular cluster, C2H10O2S overall at a distorted geometry.

The value obtained for the HOMO energy is -9.024 eV. The calculation puts the gap between HOMO and LUMO at 9.765 eV.

Each atom is followed by the atoms it is bonded to, with distances in Å.
Geometry (Å):
1 C 2.271 0.320 1.647  C2 1.523, H4 1.149, H5 1.014, H6 1.132
2 C 1.100 -0.654 1.640  C1 1.523, S3 1.889, H7 1.100, H8 1.166
3 S 0.525 -1.440 0.022  C2 1.889, H9 1.338
4 H 1.921 1.244 1.060  C1 1.149
5 H 3.109 -0.028 1.196  C1 1.014
6 H 2.587 0.744 2.649  C1 1.132
7 H 1.544 -1.526 2.142  C2 1.100
8 H 0.101 -0.388 2.178  C2 1.166
9 H -0.149 -0.421 -0.525  S3 1.338
10 H 2.353 1.243 -5.878  O12 0.963
11 H 1.768 2.442 -5.153  O12 1.003
12 O 2.100 1.510 -4.988  H10 0.963, H11 1.003
13 H -6.438 -0.696 2.129  O15 0.955
14 H -6.222 -1.013 0.449  O15 1.093
15 O -6.570 -1.337 1.433  H13 0.955, H14 1.093

Here are the Löwdin charges for atoms 1 to 8, given in e: -0.183 -0.600 0.628 0.090 0.018 0.090 0.045 0.090

Q: Look up the gap between HOMO and LUMO of the third one.
A: 10.017 eV